The following is a DFT calculation (ωB97M-V with the def2-TZVPD basis set) of a 2-piece molecular cluster, C4H6O4 overall in a non-equilibrium geometry.

The calculation puts the HOMO energy at -0.04 eV. The calculation puts the energy above the lowest of the compared OMol25 structures with the same formula, charge and spin at 168.7 kJ/mol. The value obtained for the orbital gap is 0.2418 Ha.

The geometry in ORCA input format:
```
! wB97M-V def2-TZVPD RIJCOSX def2/J DEFGRID3
* xyz -2 1
O 2.20 -2.14 -0.37
H -3.10 1.12 2.60
O -0.51 0.55 1.69
O 1.99 -1.26 -2.36
H -3.13 -0.11 1.53
H 0.79 0.61 -1.37
H 0.26 -0.27 0.11
C -2.86 0.97 1.54
C 0.54 -0.39 -0.95
H -3.50 1.50 0.81
C 1.70 -1.30 -1.15
C -1.33 1.29 1.14
H -0.49 -0.63 -1.40
O -1.08 2.16 0.32
*
```

natural (NBO) atomic charge list, values in e, 4 entries: O -0.81; H 0.18; O -0.78; O -0.84